No. 1
C9H36N10O9 | ωB97M-V/def2-TZVPD

Calculated values
SMILES: NC(N)=O.NC(N)=O.NC(N)=O.NC(N)=O.NC(N)=O.CO.CO.CO.CO
Relative energy (zero: lowest compared OMol25 entry of this formula, charge and spin), kJ/mol: 597.2
Gap between HOMO and LUMO, eV: 9.55
E_tot, Ha: -1589.16491

Each line ends with the Mulliken charge.
CARTESIAN COORDINATES (ANGSTROEM)
N 0.003 -2.016 6.409  -0.326
C 0.596 -2.667 7.299  0.575
N 1.914 -2.620 6.981  -0.496
O 0.156 -3.258 8.224  -0.607
H 0.365 -1.636 5.546  0.213
H -0.962 -1.813 6.626  0.216
H 2.332 -1.723 6.781  0.203
H 2.423 -3.232 7.603  0.223
N -4.089 0.772 -7.295  -0.361
C -4.236 0.030 -6.238  0.613
N -5.423 -0.407 -6.120  -0.427
O -3.414 -0.233 -5.399  -0.657
H -3.276 1.349 -7.456  0.219
H -4.813 0.873 -7.992  0.147
H -5.392 -1.176 -5.466  0.258
H -5.876 -0.488 -7.019  0.206
N 3.552 2.870 4.936  -0.403
C 4.578 2.545 5.638  0.628
N 5.240 3.552 6.041  -0.411
O 4.937 1.394 5.787  -0.656
H 3.212 3.821 4.942  0.197
H 2.872 2.149 4.740  0.225
H 5.852 3.337 6.816  0.219
H 5.309 4.423 5.535  0.202
N 5.070 -1.918 1.878  -0.386
C 5.849 -2.449 1.047  0.651
N 6.983 -2.649 1.517  -0.368
O 5.540 -2.897 -0.020  -0.688
H 4.150 -1.838 1.469  0.216
H 5.403 -1.312 2.614  0.193
H 7.629 -3.176 0.948  0.223
H 7.133 -2.267 2.440  0.158
N -3.070 -6.182 -1.716  -0.381
C -2.189 -5.341 -1.284  0.682
N -1.369 -4.984 -2.237  -0.359
O -2.113 -5.031 -0.093  -0.677
H -3.785 -6.494 -1.074  0.228
H -2.979 -6.290 -2.716  0.147
H -1.494 -5.460 -3.119  0.152
H -0.570 -4.415 -1.994  0.213
C -0.775 0.479 0.635  -0.472
O -0.267 -0.665 1.283  -0.508
H -1.739 0.896 0.928  0.251
H -0.027 1.262 0.764  0.204
H -0.909 0.286 -0.430  0.214
H -0.599 -1.516 0.989  0.309
C -6.539 3.426 -1.227  -0.380
O -7.428 4.507 -1.102  -0.506
H -6.549 2.797 -0.337  0.190
H -6.899 2.750 -2.002  0.175
H -5.587 3.926 -1.403  0.204
H -6.972 5.266 -1.474  0.317
C 2.599 -1.186 -5.129  -0.499
O 1.713 -1.938 -5.882  -0.489
H 3.292 -0.660 -5.787  0.203
H 2.182 -0.415 -4.481  0.263
H 3.067 -1.949 -4.508  0.209
H 0.860 -1.755 -5.483  0.312
C -0.969 6.522 -1.679  -0.455
O -0.354 7.786 -1.883  -0.511
H -1.969 6.577 -2.110  0.222
H -0.421 5.774 -2.253  0.214
H -0.989 6.205 -0.636  0.234
H -0.772 8.481 -1.369  0.296


No. 2
C26H68O28S5 | ωB97M-V/def2-TZVPD

Calculated values
Relative energy (zero: lowest compared OMol25 entry of this formula, charge and spin), kJ/mol: 0.5
Gap between HOMO and LUMO, eV: 9.97
E_tot, Ha: -5128.85777

Each line ends with the Mulliken charge.
CARTESIAN COORDINATES (ANGSTROEM)
C -2.671 -6.092 -1.009  -0.917
C -2.518 -5.411 0.304  -0.158
O -1.424 -4.511 0.139  -0.453
H -1.757 -6.634 -1.193  0.344
H -2.737 -5.285 -1.790  0.037
H -3.617 -6.721 -0.988  0.358
H -2.325 -6.166 1.078  0.331
H -3.380 -4.790 0.616  0.255
H -1.258 -4.016 1.013  0.090
C -5.419 2.208 -3.636  -0.882
C -5.161 0.911 -4.372  -0.401
O -3.882 0.386 -4.004  -0.390
H -5.510 1.970 -2.555  0.170
H -6.419 2.669 -3.887  0.355
H -4.509 2.779 -3.759  0.236
H -5.197 1.145 -5.387  0.367
H -6.007 0.246 -4.241  0.365
H -3.964 -0.354 -3.403  0.266
C -5.334 -1.283 -0.778  -1.599
C -4.050 -2.088 -0.952  0.824
O -3.450 -1.569 -2.133  -0.380
H -5.207 -0.240 -0.414  0.255
H -5.801 -1.815 0.069  0.460
H -6.047 -1.261 -1.597  0.332
H -4.333 -3.160 -0.987  0.156
H -3.397 -1.887 -0.093  -0.273
H -2.592 -2.028 -2.242  0.016
C 0.706 -3.616 -4.033  -0.843
C -0.623 -4.200 -3.647  -0.310
O -1.220 -3.443 -2.570  -0.129
H 0.625 -2.568 -4.271  -0.017
H 1.014 -4.145 -4.937  0.487
H 1.509 -3.724 -3.253  0.223
H -0.444 -5.209 -3.309  0.290
H -1.405 -4.187 -4.421  0.316
H -1.030 -3.843 -1.705  0.063
C 1.958 -3.833 2.787  -1.188
C 0.769 -3.434 3.618  0.335
O -0.388 -4.109 3.066  -0.451
H 2.180 -4.920 2.716  0.384
H 2.866 -3.376 3.123  0.392
H 1.795 -3.566 1.706  0.139
H 0.676 -2.348 3.491  -0.248
H 0.963 -3.655 4.661  0.405
H -1.009 -4.185 3.792  0.251
C 5.225 5.306 1.449  -1.074
C 4.286 4.256 0.814  -0.027
O 3.193 3.870 1.708  -0.292
H 6.145 5.332 0.856  0.390
H 5.424 4.942 2.409  0.293
H 4.796 6.293 1.500  0.272
H 4.732 3.339 0.537  -0.040
H 3.734 4.685 -0.022  0.351
H 3.604 3.698 2.564  0.091
C -0.697 2.200 -5.472  -1.076
C -0.339 0.684 -5.593  0.251
O -0.906 0.027 -4.454  -0.169
H -0.012 2.653 -4.791  0.255
H -1.697 2.224 -5.116  0.274
H -0.688 2.789 -6.392  0.391
H 0.710 0.410 -5.570  -0.292
H -0.780 0.274 -6.535  0.303
H -1.857 0.171 -4.297  0.172
C 3.301 0.721 -6.587  -1.213
C 3.553 0.210 -5.166  -0.067
O 2.424 0.294 -4.336  -0.249
H 4.164 1.128 -7.144  0.364
H 2.526 1.480 -6.484  0.258
H 2.745 0.004 -7.221  0.287
H 4.373 0.848 -4.707  0.216
H 3.839 -0.821 -5.206  0.363
H 2.575 -0.287 -3.601  0.173
C 0.824 5.513 2.791  0.485
C -0.268 5.507 1.814  -0.156
O -1.332 6.224 2.488  -0.381
S -1.414 5.655 3.954  1.013
O -2.068 4.395 3.918  -0.438
O -2.084 6.663 4.754  -0.615
O 0.136 5.537 4.091  -0.275
H 1.342 6.487 2.895  0.196
H 1.508 4.670 2.973  -0.311
H -0.562 4.544 1.508  0.243
H -0.021 6.127 0.892  0.287
C -3.711 0.207 3.990  -0.175
C -3.869 -1.312 4.127  -0.112
O -2.611 -1.706 4.757  -0.357
S -1.819 -0.508 5.459  1.010
O -0.424 -0.556 5.083  -0.403
O -2.127 -0.554 6.834  -0.643
O -2.636 0.643 4.850  -0.308
H -4.573 0.725 4.337  0.457
H -3.514 0.494 2.904  -0.007
H -3.896 -1.798 3.159  0.050
H -4.700 -1.645 4.785  0.327
C -0.824 0.700 -1.089  0.102
C 0.253 -0.424 -1.013  0.581
O 0.238 -0.817 0.411  -0.187
S -0.784 0.092 1.198  0.441
O -0.106 1.308 1.541  -0.646
O -1.454 -0.743 2.138  0.077
O -1.737 0.335 0.002  -0.102
H -1.245 0.601 -2.061  -0.166
H -0.507 1.755 -0.957  0.186
H 1.286 -0.156 -1.254  0.021
H -0.108 -1.303 -1.436  -0.216
C 4.992 0.421 0.816  0.712
C 3.764 -0.424 1.302  0.262
O 3.906 -1.658 0.509  -0.305
S 4.456 -1.312 -0.911  0.780
O 3.390 -1.131 -1.826  -0.272
O 5.523 -2.222 -1.194  -0.605
O 4.916 0.143 -0.561  -0.345
H 5.855 0.180 1.398  0.359
H 4.760 1.476 0.890  -0.614
H 2.806 0.069 1.166  -0.106
H 3.956 -0.722 2.357  0.040
C 2.221 0.186 4.595  0.818
C 1.558 1.575 4.546  0.113
O 2.595 2.521 4.923  -0.357
S 4.017 1.772 5.108  1.134
O 4.240 1.446 6.453  -0.593
O 4.949 2.496 4.297  -0.564
O 3.636 0.450 4.327  -0.317
H 1.847 -0.576 3.804  -0.817
H 2.132 -0.232 5.562  0.377
H 0.815 1.771 5.251  0.373
H 1.129 1.735 3.593  -0.120


No. 3
C6H10N5 | ωB97M-V/def2-TZVPD

Calculated values
Relative energy (zero: lowest compared OMol25 entry of this formula, charge and spin), kJ/mol: 400.3
Gap between HOMO and LUMO (spin up / spin down), eV: 7.77 / 7.77
Charge: +1
E_tot, Ha: -508.01803

Each line ends with the Mulliken charge.
CARTESIAN COORDINATES (ANGSTROEM)
C 1.552 1.205 0.100  -0.276
C 1.307 -0.692 -1.380  0.033
C -1.265 -1.073 -0.740  0.347
C 0.938 -2.098 -1.409  -0.350
C -0.508 0.405 1.174  0.126
C 0.633 2.348 2.002  -1.053
N 1.658 0.164 -0.635  -0.126
N -0.786 -0.525 0.311  -0.297
N -0.603 -2.111 -1.340  -0.134
N 0.414 1.337 0.978  -0.035
N -2.534 -0.681 -0.974  -0.413
H 2.182 2.132 0.049  0.396
H 1.336 -2.553 -2.289  0.402
H 1.532 -2.724 -0.575  0.235
H -1.020 0.430 2.264  0.281
H 1.682 2.044 2.280  0.395
H -0.098 2.400 2.843  0.390
H 0.492 3.241 1.577  0.352
H -1.184 -2.627 -1.943  0.250
H -2.912 -0.007 -0.363  0.228
H -2.817 -0.614 -1.931  0.248


No. 4
C8H11NO3 | ωB97M-V/def2-TZVPD

Calculated values
Relative energy (zero: lowest compared OMol25 entry of this formula, charge and spin), kJ/mol: 616.8
Gap between HOMO and LUMO (spin up / spin down), eV: 6.87 / 7.14
E_tot, Ha: -591.69191

Each line ends with the Mulliken charge.
CARTESIAN COORDINATES (ANGSTROEM)
C -0.122 2.336 -0.927  -0.438
C 0.161 2.411 0.428  -0.396
C -0.360 1.160 -1.565  -0.784
C 0.513 1.224 1.097  -0.799
C -0.360 -0.048 -0.834  0.990
C 0.474 -0.085 0.470  1.435
C -0.559 -1.276 -1.686  -1.467
C -0.002 -1.088 1.489  -1.830
N -2.256 0.180 0.288  0.721
O -2.830 -0.851 0.390  -0.536
O -2.504 1.278 0.722  -0.553
O 1.650 -0.662 -0.014  -0.606
H -0.383 3.239 -1.406  0.369
H 0.389 3.346 1.117  0.271
H -0.597 1.225 -2.570  0.515
H 0.715 1.254 2.135  0.402
H -0.110 -1.027 -2.588  0.431
H -1.589 -1.603 -1.687  0.299
H 0.161 -2.106 -1.301  0.312
H -0.977 -0.746 1.850  0.478
H 0.712 -0.996 2.301  0.511
H -0.042 -2.194 1.177  0.242
H 2.088 -0.022 -0.704  0.434